Arrangement w

20
Properties=species:S:1:pos:R:3:mulliken_charge:R:1 method="wB97M-V/def2-TZVPD" e_homo_ha=-0.726 smiles="CCC/[N+]([NH3+])=C/N" homo_lumo_gap_ev=11.27 total_charge=+2
N -0.95024 -0.26859 0.04260 0.0712
N -3.30492 -0.04936 -0.25120 -0.1871
N -0.64656 1.17593 0.03026 -0.1920
C 0.29659 -1.04896 0.10482 -0.4193
C 2.28895 0.42460 -0.45661 -0.8117
C -2.22336 -0.75323 -0.21121 0.1830
C 1.45954 -0.28231 0.68248 -0.9523
H -0.05526 -1.90939 0.76989 0.4279
H 0.57280 -1.36673 -0.90274 0.3187
H -3.24142 0.91652 -0.23596 0.1650
H 2.54247 -0.18459 -1.28634 0.4188
H 1.60554 1.19621 -0.91879 0.4262
H -2.31892 -1.84424 -0.29166 0.4037
H 3.18619 0.89572 0.03960 0.3562
H 2.20960 -1.04566 1.02802 0.3493
H -4.20202 -0.45726 -0.54997 0.3138
H -1.29700 1.83353 -0.37646 0.4014
H 0.39904 1.11320 -0.47696 -0.0650
H -0.34398 1.40654 0.97179 0.3547
H 1.06161 0.30825 1.48270 0.4376

Arrangement x

20
Properties=species:S:1:pos:R:3:mulliken_charge:R:1 method="wB97M-V/def2-TZVPD" e_homo_ha=-0.729 smiles=C[C@@H]1NC[NH2+][N@H+]1C homo_lumo_gap_ev=11.99 total_charge=+2
N -0.05427 1.00269 -0.88611 -0.2216
N 0.84181 -1.09132 -0.56038 -0.1516
N -0.68583 0.49440 0.31326 0.0388
C -2.02243 0.05785 -0.02342 -1.0586
C 0.31894 -0.82972 0.67435 -0.3626
C 1.30955 -0.30810 1.66890 -1.0783
C 1.14372 0.11544 -1.33135 -0.4844
H 0.77916 -0.22294 2.54705 0.4493
H 1.54748 0.69862 1.23938 0.2788
H 1.99915 -1.11138 1.72867 0.3575
H -2.55187 0.61203 -0.64326 0.4766
H -0.22845 -1.61847 0.99541 0.7016
H 0.49294 -1.72498 -1.25431 0.3405
H 0.03279 1.99697 -1.00783 0.3140
H -0.71401 1.15077 1.03890 0.3943
H 2.02336 0.72603 -0.97582 0.3291
H 1.21830 0.05319 -2.44894 0.4147
H -0.77607 1.02470 -1.64826 0.4283
H -2.03216 -0.89794 -0.36477 0.4374
H -2.64210 -0.12784 0.93855 0.3961

Here is how they stack up, most stable first: arrangement w, arrangement x.

Arrangement w

64
Properties=species:S:1:pos:R:3:mulliken_charge:R:1 method="wB97M-V/def2-TZVPD" e_homo_ha=-0.455 homo_lumo_gap_ev=9.87 total_charge=+1
O 1.12037 -1.04065 -3.82276 -0.6142
O -1.12168 1.72480 2.32570 -0.3777
O 0.90717 -3.96712 -1.63229 -0.6320
O -2.66153 -0.46180 -3.24863 -0.5655
O 1.45200 3.28302 -0.98762 -0.5529
O -3.26556 1.95820 -2.03127 -0.7829
O -2.18410 3.13942 0.24240 -0.6731
O -1.45893 0.04417 4.34552 -0.6488
O -0.36432 -4.26715 1.23389 -0.7088
O -0.53020 1.74095 -2.79681 -0.5447
O 1.42069 0.50434 3.43462 -0.5765
O 3.72542 1.76228 -2.05636 -0.6693
O 0.78046 4.18871 1.47752 -0.6615
N -0.85559 -1.36366 1.00566 0.1625
N 1.65492 0.35187 -1.15268 0.3340
C 2.43859 -1.25343 0.47240 -0.7985
C 1.27514 -0.34349 0.11007 0.3392
C -3.18094 -1.92819 1.67231 -1.3305
C -2.10721 -1.95580 0.57250 -0.2037
C -0.01319 -1.09659 -0.15278 -0.3932
C 3.64788 -0.67725 1.19863 -1.2820
H -0.59570 -0.54184 -0.90522 -0.0747
H -0.02984 -3.35592 1.25671 0.3521
H 2.08384 -2.10395 1.06733 0.2841
H -1.03495 -4.36766 1.91302 0.2986
H -1.13815 0.07894 3.44629 0.0395
H 4.35975 -1.49013 1.32031 0.4395
H 0.52740 -4.31001 -0.80641 0.3008
H 0.74903 -0.15507 3.27380 0.3057
H 3.39466 -0.30618 2.19254 0.2257
H -3.60780 1.89879 -2.93365 0.3390
H 0.85264 0.93305 -1.44082 -0.0491
H -3.26503 1.01677 -1.79878 0.2937
H 1.21901 1.00621 4.22876 0.3332
H -1.43440 2.04556 1.44598 0.2774
H 1.52938 3.53757 -0.04376 0.3545
H 4.09502 0.13597 0.62035 0.2479
H -1.42132 2.03604 -2.54003 0.3106
H 2.76015 -1.85863 -0.38413 0.4147
H -2.65114 -1.57761 -0.30695 0.0719
H 1.46216 -1.46731 -4.61845 0.2850
H 0.59973 3.50796 2.14091 0.2975
H -3.75037 -1.00206 1.74021 0.3072
H -0.17536 2.55384 -3.18572 0.2501
H 0.90541 3.94861 -1.41698 0.2392
H 4.63974 1.61885 -1.80414 0.2989
H -1.33251 3.04841 -0.20213 0.3095
H -1.63499 -0.88384 4.54403 0.3345
H 0.19287 4.94101 1.60606 0.3060
H 3.42984 2.68093 -2.00807 0.3160
H 1.86857 -0.30095 -1.90539 0.3567
H 0.98098 -1.80885 -3.24616 0.2836
H 2.44062 0.98603 -0.94423 0.4735
H -2.87296 -1.19972 -3.83966 0.2833
H 0.19596 -2.07746 -0.59970 0.3789
H -3.74837 -2.85412 1.60520 0.4116
H -1.82750 -2.98010 0.34520 0.5715
H -1.67378 2.40185 2.75350 0.2690
H -2.66714 -1.97130 2.62656 0.2372
H 0.17891 -4.12601 -2.24632 0.3063
H -1.69333 -0.51219 -3.30910 0.2770
H -0.96309 -0.48934 1.50553 0.0368
H 1.20212 0.37296 0.93427 0.1965
H -2.82950 2.64831 -0.29078 0.3897

Arrangement x

64
Properties=species:S:1:pos:R:3:mulliken_charge:R:1 method="wB97M-V/def2-TZVPD" e_homo_ha=-0.430 homo_lumo_gap_ev=9.13 total_charge=+1
O 0.01674 -4.37163 0.58111 -0.6025
O -2.87806 -2.28499 -1.29285 -0.4558
O -1.90230 -0.04415 -3.88408 -0.6003
O 3.46517 -0.32241 2.26360 -0.6194
O 1.60582 2.07088 3.31091 -0.7989
O 2.30351 1.80121 -0.25336 -0.6396
O -2.10453 -3.58065 1.63560 -0.6450
O -2.26484 3.59795 -1.14698 -0.5643
O 2.51480 -2.96672 -0.82450 -0.6354
O 0.47565 3.77582 -0.48977 -0.7389
O 3.63914 -0.47352 -0.59382 -0.7652
O 1.40611 0.71430 -3.71139 -0.7038
O -0.27216 3.79342 2.37214 -0.6682
N -0.83713 1.17262 -1.57172 0.1295
N -0.69438 0.48143 2.26748 0.1850
C 0.18653 -1.02703 -1.01292 0.1223
C -0.37515 -0.85845 2.72784 -0.1092
C -0.71206 0.04526 -0.40351 1.6759
C -2.18873 0.73014 2.24062 -0.8705
C -0.18536 -1.56064 -2.47796 -0.1598
C -0.08760 0.69595 0.81750 0.5676
H 2.54957 -3.58687 -0.03630 0.3102
H -2.56560 1.69000 1.75931 0.2553
H 0.76208 -0.90578 2.40314 0.1138
H -0.10268 0.89755 -2.40290 0.0428
H -0.64386 2.05909 -1.21523 0.5265
H 2.81130 0.91857 -0.33279 0.1525
H 0.00669 1.79499 0.65779 -1.9655
H 0.86149 0.47183 -4.48406 0.2592
H 0.09969 3.55082 0.34992 0.3668
H 2.32692 0.38175 -3.85319 0.3075
H 3.82157 -0.50448 0.38965 0.3242
H -1.66841 1.27561 -2.04625 0.4165
H 0.14458 3.02590 2.80924 0.4398
H -2.63460 0.75607 3.34195 0.3454
H 0.11546 -3.50453 0.62711 0.1337
H -2.22076 -0.96873 -3.65066 0.3308
H 2.64841 -3.59006 -1.55428 0.2830
H 4.18469 0.24789 2.51172 0.3248
H -0.78697 -0.82227 3.84851 0.4291
H -2.83645 -4.15768 1.28146 0.2979
H -0.85292 -4.48469 0.78443 0.3821
H 0.08742 -0.62972 -3.12016 -0.2003
H 0.32951 -1.87158 -0.35125 -0.9316
H -2.75877 0.39810 -4.12852 0.3193
H 1.02510 1.30269 3.63973 0.3492
H 2.73718 -0.00274 2.84131 0.2272
H 1.21115 -0.55310 -1.13122 0.5482
H -1.77401 -0.38171 -0.20854 0.0335
H 3.33174 -1.44686 -0.69027 0.4398
H -3.35138 -2.28364 -2.15823 0.2506
H 3.00803 2.32089 -0.74076 0.3523
H -1.29060 -1.59802 -2.33973 -0.6040
H 0.23189 4.57034 2.40595 0.2805
H -1.71103 4.34276 -1.05714 0.2862
H 1.21956 3.12293 -0.46380 0.4286
H -3.06640 -3.01794 -0.86819 0.1697
H 1.52222 2.93096 3.88869 0.3249
H -2.74541 -0.15182 1.74510 0.2456
H -3.08214 3.68495 -1.65193 0.2733
H 0.39066 -2.38560 -2.75258 0.6159
H -2.52155 -3.13453 2.35430 0.2564
H -0.86879 -1.62560 2.15812 -0.4337
H 0.94425 0.47548 0.88660 0.5886

Here is how they stack up, most stable first: arrangement w, arrangement x.

Arrangement w

29
Properties=species:S:1:pos:R:3:mulliken_charge:R:1 method="wB97M-V/def2-TZVPD" e_homo_ha=-0.348 smiles=CC(C)CNCO.O.O.O homo_lumo_gap_ev=9.86 total_charge=0
O -0.70263 -3.17105 1.13354 -0.5492
O -2.69320 2.06939 -0.95962 -0.5372
O 1.44543 1.77349 2.71749 -0.6803
O 1.65797 -2.59585 -1.10058 -0.7230
N -0.11813 -0.97528 0.63686 0.0136
C -1.23878 -1.92776 0.75612 -0.3542
C -0.50333 0.32731 0.08477 -1.3723
C 0.68779 2.48250 -0.46704 -1.5814
C 0.70391 0.59610 -2.10097 -1.7080
C 0.72100 0.96457 -0.61612 1.2559
H 1.12489 -2.00294 -0.53211 0.4369
H -1.74154 -2.01461 -0.22013 0.2871
H 0.79682 2.79980 0.57036 0.3974
H -1.92893 -1.68072 1.55971 0.3409
H 0.35492 -0.90719 1.53131 0.1321
H -0.00555 -3.46168 0.52964 0.3165
H -0.24763 2.89960 -0.85066 0.2679
H 1.58823 0.90002 -2.64017 0.4041
H 1.49761 2.95580 -1.03316 0.4222
H 0.59670 -0.47753 -2.23064 0.4070
H 2.40896 1.76896 2.67462 0.3171
H -1.34518 0.20107 -0.60220 0.5294
H -0.12756 1.07911 -2.62678 0.3275
H -3.03985 2.17736 -1.85549 0.2748
H 1.06170 1.11386 2.14067 0.2903
H -0.87901 1.01145 0.86866 0.2675
H -3.26193 2.54570 -0.34878 0.2540
H 1.65429 0.54427 -0.14448 0.2520
H 2.20379 -2.04386 -1.66443 0.3116

Arrangement x

29
Properties=species:S:1:pos:R:3:mulliken_charge:R:1 method="wB97M-V/def2-TZVPD" e_homo_ha=-0.312 smiles="C=C(CC)NC.O.O.O.O" homo_lumo_gap_ev=8.84 total_charge=0
O 3.12344 -2.50120 0.51250 -0.6369
O -0.40523 -3.18534 -2.83555 -0.6352
O 0.86644 1.95973 -2.73297 -0.6523
O 1.24357 -0.83529 -3.88493 -0.6514
N 0.02401 1.66543 0.70065 -0.1141
C -1.23640 -0.35699 1.21975 -0.5175
C -2.37318 -0.48263 2.21093 -1.0891
C -0.20880 0.64485 1.68597 0.5952
C 0.70538 0.43051 2.62546 -1.1981
C -1.08997 2.52113 0.36424 -0.9923
H -1.24442 3.32351 1.11181 0.3138
H -2.08516 2.08507 0.31036 0.3396
H 0.62405 -0.10991 -3.96265 0.3248
H 2.55816 -2.70775 1.26003 0.3156
H 1.71277 2.34635 -2.96910 0.3155
H 1.54663 1.08562 2.81028 0.2602
H 0.82554 2.21191 1.00582 0.2484
H -0.94950 3.09792 -0.55079 0.3030
H 1.03446 1.73949 -1.79066 0.3312
H -2.06012 -0.73703 3.22529 0.3008
H -2.94324 0.44568 2.31132 0.2884
H 0.64392 -0.43931 3.26788 0.2743
H 2.08659 -0.38153 -3.75116 0.3006
H -0.15448 -3.50019 -1.96920 0.2900
H 3.04982 -3.12943 -0.20984 0.3161
H 0.15866 -2.45560 -3.15734 0.3698
H -3.13183 -1.23598 1.97222 0.3732
H -1.59812 -0.19220 0.20501 0.3649
H -0.72303 -1.30683 1.01467 0.2615

Here is how they stack up, most stable first: arrangement w, arrangement x.

Arrangement w

23
Properties=species:S:1:pos:R:3:mulliken_charge:R:1 method="wB97M-V/def2-TZVPD" e_homo_ha=-0.320 smiles=CNCCCS.O.O homo_lumo_gap_ev=9.38 total_charge=0
S 1.42734 -1.82090 0.74763 -0.1513
O 0.85385 -0.28505 -1.84425 -0.5814
O -2.20316 -0.13635 -2.73195 -0.5961
N -0.83859 1.86163 0.18769 -0.2521
C 0.77314 -0.47954 1.95115 -0.4565
C -0.63265 -0.04236 1.80521 -0.8740
C -1.07465 0.44288 0.40851 0.4788
C 0.53528 2.11136 -0.21880 -0.9314
H 0.28313 -1.90806 0.08113 0.0562
H 1.51924 0.42711 1.84645 0.2372
H -0.68332 -0.09058 -0.41208 -0.8228
H 1.07576 -0.81482 3.01271 0.3626
H 0.57073 2.45770 -1.29855 0.2764
H -0.75021 0.79997 2.41298 0.2995
H -2.56127 0.55318 -3.05259 0.2321
H -2.16546 0.34159 0.33494 0.3964
H -1.62748 0.23940 -2.00940 0.4128
H -1.16839 2.42274 0.94287 0.3108
H -0.01814 -0.69447 -1.99962 0.3223
H -1.31422 -0.85738 2.01398 0.3326
H 1.11574 2.72737 0.48557 0.3368
H 0.77377 0.44286 -2.40635 0.3248
H 1.17054 1.23346 -0.29474 0.2862

Arrangement x

23
Properties=species:S:1:pos:R:3:mulliken_charge:R:1 method="wB97M-V/def2-TZVPD" e_homo_ha=-0.302 smiles=CSCCCN.O.O homo_lumo_gap_ev=8.36 total_charge=0
S 1.47437 1.68711 0.66256 -0.1603
O -2.64796 -1.31396 -0.09948 -0.5789
O -3.30744 1.62331 0.04240 -0.6095
N 1.42506 -2.71300 -1.23609 -0.5302
C 1.60121 0.57778 -0.74448 -0.4403
C 0.21890 1.23067 1.86427 -0.8195
C 0.79059 -1.80100 -0.28929 -0.4550
C 0.47221 -0.42109 -0.92751 -0.4596
H -0.13692 -2.28294 0.13783 0.1079
H -0.67636 1.95438 1.88599 0.2356
H -0.20218 0.23804 1.96115 0.2758
H -2.75051 -2.02226 0.55899 0.2941
H 1.72708 1.23242 -1.63285 0.3255
H 2.25343 -2.36109 -1.68944 0.2104
H 2.49381 -0.07203 -0.63091 0.2867
H -3.47535 0.91456 -0.58571 0.2724
H 1.41831 -1.67872 0.65432 0.3007
H -3.59126 -1.25261 -0.32786 0.2981
H 0.82159 -3.27676 -1.80021 0.1976
H 0.66494 1.28627 2.84148 0.3639
H -2.93385 1.17187 0.80551 0.3382
H 0.44504 -0.72810 -2.01931 0.3485
H -0.57668 -0.14034 -0.91962 0.1979

Arrangement y

23
Properties=species:S:1:pos:R:3:mulliken_charge:R:1 method="wB97M-V/def2-TZVPD" e_homo_ha=-0.320 smiles=CSCCCN.O.O homo_lumo_gap_ev=9.16 total_charge=0
S 1.02860 -0.06880 1.98741 -0.0904
O -2.48669 2.21993 -0.35986 -0.6142
O 3.73137 1.99603 -1.35253 -0.6347
N -1.91197 -2.08344 -1.61477 -0.6087
C 0.64208 1.68269 2.24702 -0.7222
C -0.11834 -1.83143 0.22923 -0.3069
C -0.52325 -2.25080 -1.17099 -0.8524
C 0.52148 -0.46727 0.33240 -0.3841
H 3.39856 1.73095 -0.47973 0.3227
H -0.39922 -3.34535 -1.25256 0.3626
H 0.31495 1.82814 3.28847 0.3254
H -0.19302 2.08749 1.69043 0.2056
H 0.73476 -2.53816 0.40355 0.2456
H -2.50189 -2.41206 -0.85992 0.2728
H -3.43760 2.23580 -0.55503 0.3204
H 1.28149 -0.42153 -0.46170 0.2758
H 3.94360 2.92583 -1.22283 0.3147
H -2.14064 -1.09476 -1.71418 0.2347
H -0.92745 -1.96536 0.99345 0.2772
H 1.54119 2.28448 2.07977 0.2367
H -0.25958 0.22936 -0.10911 0.1063
H -2.47004 1.26779 -0.18000 0.2974
H 0.23163 -2.00953 -1.91853 0.4158

Here is how they stack up, most stable first: arrangement y, arrangement x, arrangement w.